Formula: C30H33F3NO12PS
Source: the Open Molecules 2025 dataset
Level of theory: wB97M-V/def2-TZVPD

Each atom is followed by the atoms it is bonded to, with distances in Å.
Element x y z (Å)
1 C -6.06026 6.46851 -0.14761  C2 1.529, H35 1.091, H36 1.091, H37 1.090
2 C -4.67489 6.53204 -0.79146  C1 1.529, C3 1.539, H38 1.092, H39 1.091
3 C -3.64330 5.51659 -0.26826  C2 1.539, C4 1.514, H40 1.090, H41 1.090
4 C -4.25866 4.19750 0.14696  C3 1.514, O5 1.426, H42 1.095, H43 1.093
5 O -3.19828 3.25067 0.25833  C4 1.426, C6 1.345
6 C -3.42394 2.12973 0.96731  O5 1.345, C7 1.394, C11 1.402
7 C -4.67292 1.51379 1.03470  C6 1.394, C8 1.388, H44 1.082
8 C -4.83599 0.32309 1.72831  C7 1.388, C9 1.388, H45 1.082
9 C -3.76074 -0.28426 2.36297  C8 1.388, C10 1.390, H46 1.081
10 C -2.51103 0.31793 2.27886  C9 1.390, C11 1.396, C33 1.490
11 C -2.32828 1.52408 1.59938  C6 1.402, C10 1.396, C12 1.496
12 C -0.95676 2.11937 1.56088  C11 1.496, O13 1.207, C14 1.500
13 O -0.75114 3.30445 1.66036  C12 1.207
14 C 0.15259 1.11451 1.46485  C12 1.500, C15 1.395, C24 1.395
15 C -0.03791 -0.07503 2.16774  C14 1.395, C16 1.383, C33 1.490
16 C 0.92982 -1.06296 2.16387  C15 1.383, C17 1.390, H47 1.076
17 C 2.09227 -0.88922 1.42187  C16 1.390, P18 1.813, C22 1.388
18 P 3.31237 -2.22766 1.33431  C17 1.813, O19 1.602, O20 1.610, S21 1.904
19 O 2.87917 -3.22693 2.50869  P18 1.602, H48 0.968
20 O 2.87313 -2.99866 -0.00920  P18 1.610, H49 0.970
21 S 5.15561 -1.76447 1.44064  P18 1.904
22 C 2.24300 0.30196 0.72527  C17 1.388, F23 1.340, C24 1.394
23 F 3.35824 0.45111 -0.00274  C22 1.340
24 C 1.30321 1.33082 0.70552  C14 1.395, C22 1.394, C25 1.513
25 C 1.48223 2.59366 -0.10772  C24 1.513, C26 1.534, H50 1.086, H51 1.093
26 C 2.01373 2.49019 -1.54284  C25 1.534, N27 1.481, H52 1.091, H53 1.090
27 N 1.02290 1.93089 -2.49112  C26 1.481, C28 1.463, C30 1.436
28 C 1.26730 2.35599 -3.86979  N27 1.463, C29 1.534, H54 1.096, H55 1.089
29 C 0.00642 2.21873 -4.73228  C28 1.534, H56 1.090, H57 1.088, H58 1.090
30 C 0.88965 0.50896 -2.34306  N27 1.436, C31 1.510, O32 1.206
31 C 1.83208 -0.39991 -3.09613  C30 1.510, H59 1.087, H60 1.090, H61 1.089
32 O 0.05580 0.05534 -1.59845  C30 1.206
33 C -1.31444 -0.31930 2.89639  C10 1.490, C15 1.490, O34 1.213
34 O -1.37502 -1.02955 3.87797  C33 1.213
35 H -6.00733 6.46283 0.94188  C1 1.091
36 H -6.64012 7.34812 -0.43057  C1 1.091
37 H -6.62762 5.60196 -0.48729  C1 1.090
38 H -4.78351 6.41385 -1.87180  C2 1.092
39 H -4.27699 7.53515 -0.63294  C2 1.091
40 H -3.10896 5.94845 0.57853  C3 1.090
41 H -2.91656 5.31204 -1.05443  C3 1.090
42 H -4.98634 3.86266 -0.60010  C4 1.095
43 H -4.76585 4.28561 1.11067  C4 1.093
44 H -5.52653 1.94800 0.53105  C7 1.082
45 H -5.80959 -0.14812 1.76453  C8 1.082
46 H -3.87930 -1.20806 2.91142  C9 1.081
47 H 0.75015 -1.95742 2.73397  C16 1.076
48 H 1.99926 -3.61055 2.38608  O19 0.968
49 H 1.90948 -3.02378 -0.11267  O20 0.970
50 H 0.52197 3.09677 -0.17864  C25 1.086
51 H 2.13821 3.26780 0.44947  C25 1.093
52 H 2.97373 1.97522 -1.60360  C26 1.091
53 H 2.19875 3.51073 -1.87705  C26 1.090
54 H 2.08856 1.80576 -4.34239  C28 1.096
55 H 1.58439 3.39751 -3.85057  C28 1.089
56 H -0.04606 3.03916 -5.44777  C29 1.090
57 H -0.87013 2.26328 -4.08904  C29 1.088
58 H -0.00165 1.29004 -5.30216  C29 1.090
59 H 1.55061 -1.42666 -2.87728  C31 1.087
60 H 1.74064 -0.25229 -4.17173  C31 1.090
61 H 2.86780 -0.22663 -2.80657  C31 1.089
62 C -0.67928 -4.52304 4.16173  C63 1.517, O67 1.436, H69 1.090, H70 1.085
63 C -1.00153 -5.97118 3.84538  C62 1.517, O64 1.425, F68 1.348, H71 1.091
64 O -1.00840 -5.98420 2.42012  C63 1.425, C65 1.348
65 C -0.21996 -4.98125 1.98397  O64 1.348, O66 1.187, O67 1.353
66 O 0.18847 -4.83509 0.87932  C65 1.187
67 O 0.08283 -4.14611 3.00498  C62 1.436, C65 1.353
68 F -2.21726 -6.34075 4.29681  C63 1.348
69 H -1.58563 -3.91879 4.20444  C62 1.090
70 H -0.09429 -4.37775 5.06413  C62 1.085
71 H -0.26137 -6.69131 4.19671  C63 1.091
72 C 5.28572 -4.63507 -1.62003  C73 1.513, O77 1.431, H79 1.091, H80 1.084
73 C 5.41431 -6.02237 -2.20989  C72 1.513, O74 1.413, F78 1.357, H81 1.092
74 O 6.77715 -6.07758 -2.57747  C73 1.413, C75 1.368
75 C 7.46742 -5.20712 -1.78005  O74 1.368, O76 1.182, O77 1.350
76 O 8.64531 -5.17954 -1.68177  C75 1.182
77 O 6.60607 -4.40398 -1.11931  C72 1.431, C75 1.350
78 F 4.64299 -6.19446 -3.31321  C73 1.357
79 H 5.05848 -3.90192 -2.39556  C72 1.091
80 H 4.55391 -4.55777 -0.82407  C72 1.084
81 H 5.20211 -6.83412 -1.51172  C73 1.092

The calculation puts the HOMO energy at -8.972 eV. For the maximum force, the calculation gives 0.47 eV/Å. Its structure (SMILES) is CCCCOc1cccc2c1C(=O)c1c(cc(P(O)(O)=S)c(F)c1CCN(CC)C(C)=O)C2=O.O=C1OC[C@@H](F)O1.O=C1OC[C@@H](F)O1.



Formula: C30H33N3O5
Source: the Open Molecules 2025 dataset
Level of theory: wB97M-V/def2-TZVPD

Each atom is followed by the atoms it is bonded to, with distances in Å.
Element x y z (Å)
1 C -2.21666 3.70491 -2.70579  C2 1.508, H69 1.087, H70 1.088, H71 1.087
2 C -2.03179 2.65064 -1.64321  C1 1.508, O3 1.214, C4 1.482
3 O -2.25675 2.88774 -0.47445  C2 1.214
4 C -1.55214 1.31808 -2.08061  C2 1.482, C5 1.395, C9 1.394
5 C -1.44054 0.32886 -1.10365  C4 1.395, C6 1.386, H68 1.079
6 C -0.94725 -0.92779 -1.41914  C5 1.386, C7 1.391, N13 1.412
7 C -0.59296 -1.21690 -2.73323  C6 1.391, C8 1.384, H12 1.078
8 C -0.72852 -0.24651 -3.71059  C7 1.384, C9 1.383, H11 1.080
9 C -1.19343 1.01741 -3.39393  C4 1.394, C8 1.383, H10 1.079
10 H -1.26736 1.76210 -4.17057  C9 1.079
11 H -0.44937 -0.47440 -4.72839  C8 1.080
12 H -0.18742 -2.18795 -2.96849  C7 1.078
13 N -0.76910 -1.88555 -0.39635  C6 1.412, C14 1.365, C24 1.463
14 C -1.29903 -3.14225 -0.43969  N13 1.365, O15 1.216, C16 1.480
15 O -0.94964 -4.02234 0.32379  C14 1.216
16 C -2.40384 -3.33692 -1.40488  C14 1.480, C17 1.373, O20 1.348
17 C -3.40160 -2.50961 -1.85890  C16 1.373, C18 1.411, H23 1.070
18 C -4.23043 -3.30675 -2.67620  C17 1.411, C19 1.364, H22 1.071
19 C -3.68025 -4.55428 -2.65867  C18 1.364, O20 1.334, H21 1.072
20 O -2.59059 -4.58034 -1.88997  C16 1.348, C19 1.334
21 H -3.96529 -5.46844 -3.14120  C19 1.072
22 H -5.11056 -2.99478 -3.19985  C18 1.071
23 H -3.53801 -1.47356 -1.62679  C17 1.070
24 C 0.33403 -1.68262 0.54351  N13 1.463, C25 1.503, C49 1.540, H67 1.097
25 C 0.44026 -0.25924 1.01510  C24 1.503, C26 1.388, C30 1.392
26 C -0.18126 0.15659 2.18438  C25 1.388, C27 1.380, H48 1.081
27 C -0.13710 1.47545 2.58872  C26 1.380, C28 1.401, H47 1.078
28 C 0.54392 2.44305 1.83873  C27 1.401, C29 1.403, N33 1.380
29 C 1.19471 2.00496 0.67547  C28 1.403, C30 1.376, H32 1.079
30 C 1.13497 0.69079 0.27102  C25 1.392, C29 1.376, H31 1.081
31 H 1.63515 0.39200 -0.63947  C30 1.081
32 H 1.76730 2.70047 0.08188  C29 1.079
33 N 0.66430 3.75608 2.24545  C28 1.380, C34 1.451, C39 1.449
34 C 0.60154 4.84239 1.28539  N33 1.451, H35 1.087, C36 1.537, H46 1.096
35 H 0.93219 4.51566 0.30264  C34 1.087
36 C -0.83912 5.36711 1.18116  C34 1.537, O37 1.412, H44 1.091, H45 1.100
37 O -1.32750 5.78652 2.43817  C36 1.412, C38 1.410
38 C -1.29413 4.72443 3.36516  O37 1.410, C39 1.534, H42 1.091, H43 1.100
39 C 0.14155 4.20707 3.51943  N33 1.449, C38 1.534, H40 1.088, H41 1.097
40 H 0.20385 3.41537 4.26369  C39 1.088
41 H 0.77457 5.03919 3.85012  C39 1.097
42 H -1.67157 5.12693 4.30683  C38 1.091
43 H -1.94898 3.90939 3.02194  C38 1.100
44 H -0.88278 6.24407 0.53284  C36 1.091
45 H -1.48073 4.57245 0.77370  C36 1.100
46 H 1.25965 5.64562 1.63587  C34 1.096
47 H -0.66465 1.74685 3.48892  C27 1.078
48 H -0.73122 -0.55956 2.77880  C26 1.081
49 C 1.65806 -2.12148 -0.11018  C24 1.540, O50 1.212, N51 1.345
50 O 1.75842 -2.42660 -1.27838  C49 1.212
51 N 2.68187 -2.11143 0.76153  C49 1.345, H52 1.008, C53 1.446
52 H 2.51891 -1.79935 1.70551  N51 1.008
53 C 4.05437 -2.37012 0.38567  N51 1.446, H54 1.092, C55 1.533, C62 1.532
54 H 4.01570 -2.79400 -0.62008  C53 1.092
55 C 4.73271 -3.29715 1.40008  C53 1.533, C56 1.541, H65 1.089, H66 1.089
56 C 5.36113 -2.37635 2.46338  C55 1.541, H57 1.089, H58 1.089, C59 1.538
57 H 6.41680 -2.61324 2.59056  C56 1.089
58 H 4.88041 -2.50156 3.43293  C56 1.089
59 C 5.19035 -0.93820 1.94659  C56 1.538, H60 1.091, H61 1.089, C62 1.528
60 H 4.35113 -0.44786 2.44323  C59 1.091
61 H 6.07765 -0.33313 2.12551  C59 1.089
62 C 4.89191 -1.08927 0.45601  C53 1.532, C59 1.528, H63 1.090, H64 1.089
63 H 5.81559 -1.23314 -0.10459  C62 1.090
64 H 4.36194 -0.23172 0.04445  C62 1.089
65 H 4.01411 -3.99440 1.82778  C55 1.089
66 H 5.50352 -3.87908 0.89660  C55 1.089
67 H 0.12865 -2.35683 1.38446  C24 1.097
68 H -1.74965 0.56686 -0.09772  C5 1.079
69 H -2.60076 4.61348 -2.24865  C1 1.087
70 H -1.26386 3.92032 -3.18467  C1 1.088
71 H -2.91569 3.35715 -3.46278  C1 1.087

The calculation puts the HOMO energy at -7.650 eV. For the maximum force, the calculation gives 0.96 eV/Å. Its structure (SMILES) is CC(=O)c1cccc(N(C(=O)c2ccco2)[C@@H](C(=O)NC2CCCC2)c2ccc(N3CCOCC3)cc2)c1. The calculation puts the relative energy (zero: lowest compared OMol25 entry of this formula, charge and spin) at 1.84 kcal per mole.



Formula: C30H33N4O
Source: the Open Molecules 2025 dataset
Level of theory: wB97M-V/def2-TZVPD

Each atom is followed by the atoms it is bonded to, with distances in Å.
Element x y z (Å)
1 C 6.70022 -2.26555 2.84847  O2 1.454, H15 1.091, H16 1.101, H17 1.101
2 O 5.82636 -1.10832 2.96096  C1 1.454, C3 1.365
3 C 4.47555 -1.30531 2.93465  O2 1.365, C4 1.421, C14 1.415
4 C 3.64308 -0.18883 2.65437  C3 1.421, C5 1.396, H18 1.085
5 C 2.30089 -0.37238 2.31732  C4 1.396, C6 1.408, H19 1.093
6 C 1.73137 -1.65694 2.40393  C5 1.408, N7 1.411, C13 1.403
7 N 0.33932 -1.84872 2.27372  C6 1.411, C8 1.353, C12 1.413
8 C -0.55404 -1.02377 1.68005  N7 1.353, N9 1.329, H57 1.144
9 N -1.76728 -1.32767 2.13087  C8 1.329, C10 1.452, C11 1.407
10 C -3.01455 -0.59321 2.01110  N9 1.452, H20 1.091, H21 1.095, H22 1.099
11 C -1.68916 -2.52168 2.87042  N9 1.407, C12 1.335, H23 1.070
12 C -0.40168 -2.87507 2.90117  N7 1.413, C11 1.335, H24 1.074
13 C 2.52347 -2.74824 2.79094  C6 1.403, C14 1.398, H25 1.093
14 C 3.88434 -2.58456 3.06631  C3 1.415, C13 1.398, H26 1.089
15 H 7.70300 -1.83588 2.86745  C1 1.091
16 H 6.56467 -2.95747 3.69346  C1 1.101
17 H 6.52768 -2.79717 1.90037  C1 1.101
18 H 4.09918 0.79563 2.66175  C4 1.085
19 H 1.68657 0.49117 2.05089  C5 1.093
20 H -2.85824 0.40549 1.59983  C10 1.091
21 H -3.71558 -1.12300 1.35718  C10 1.095
22 H -3.47773 -0.49579 3.00317  C10 1.099
23 H -2.57202 -2.98360 3.25915  C11 1.070
24 H 0.07253 -3.69120 3.41267  C12 1.074
25 H 2.09729 -3.74908 2.89300  C13 1.093
26 H 4.48868 -3.44907 3.33828  C14 1.089
27 C -4.52022 5.73125 -0.88586  N28 1.439, H48 1.094, H49 1.100, H50 1.101
28 N -3.74950 4.99980 0.08383  C27 1.439, C29 1.447, C32 1.357
29 C -3.52014 5.54276 1.40526  N28 1.447, C30 1.547, H51 1.099, H52 1.100
30 C -2.56597 4.52303 2.06966  C29 1.547, C31 1.492, H53 1.094, H54 1.097
31 C -2.28123 3.51668 1.00604  C30 1.492, C32 1.418, C47 1.381
32 C -3.06078 3.85001 -0.13075  N28 1.357, C31 1.418, C33 1.407
33 C -3.08051 3.03086 -1.27453  C32 1.407, C34 1.379, H55 1.089
34 C -2.33572 1.87046 -1.26803  C33 1.379, C35 1.446, H56 1.093
35 C -1.45203 1.53664 -0.17383  C34 1.446, C36 1.403, C47 1.441
36 C -0.60626 0.41792 -0.20839  C35 1.403, C37 1.392
37 C -0.05736 -0.15768 -1.35116  C36 1.392, C38 1.437, C46 1.455
38 C 0.61720 -1.42383 -1.27014  C37 1.437, C39 1.378, H58 1.088
39 C 0.96733 -2.10238 -2.41683  C38 1.378, C40 1.418, C44 1.491
40 C 0.68251 -1.54444 -3.68924  C39 1.418, N41 1.355, C45 1.407
41 N 1.04936 -2.39685 -4.67636  C40 1.355, C42 1.441, C43 1.450
42 C 0.89118 -2.18582 -6.09313  N41 1.441, H59 1.097, H60 1.103, H61 1.100
43 C 1.65007 -3.61351 -4.16617  N41 1.450, C44 1.547, H62 1.100, H63 1.101
44 C 1.60570 -3.43238 -2.63008  C39 1.491, C43 1.547, H64 1.096, H65 1.096
45 C 0.14632 -0.24942 -3.81506  C40 1.407, C46 1.380, H66 1.088
46 C -0.12914 0.46164 -2.66547  C37 1.455, C45 1.380, H67 1.091
47 C -1.49919 2.37877 0.99504  C31 1.381, C35 1.441, H68 1.095
48 H -4.52902 5.19293 -1.83795  C27 1.094
49 H -5.55423 5.86514 -0.53593  C27 1.100
50 H -4.08481 6.73116 -1.03712  C27 1.101
51 H -3.07746 6.54620 1.32881  C29 1.099
52 H -4.46878 5.63600 1.95334  C29 1.100
53 H -1.66616 5.02518 2.43583  C30 1.094
54 H -3.06403 4.06290 2.93262  C30 1.097
55 H -3.70110 3.30412 -2.12720  C33 1.089
56 H -2.39917 1.18875 -2.12010  C34 1.093
57 H -0.23321 -0.09888 1.08829  C8 1.144
58 H 0.80002 -1.85333 -0.28691  C38 1.088
59 H 0.12705 -1.42025 -6.27332  C42 1.097
60 H 1.83512 -1.86049 -6.56173  C42 1.103
61 H 0.58200 -3.12908 -6.56779  C42 1.100
62 H 1.08038 -4.49354 -4.50019  C43 1.100
63 H 2.68142 -3.72056 -4.53708  C43 1.101
64 H 2.62459 -3.45668 -2.22717  C44 1.096
65 H 1.04551 -4.24949 -2.16184  C44 1.096
66 H -0.03864 0.16250 -4.80544  C45 1.088
67 H -0.44536 1.50278 -2.74578  C46 1.091
68 H -0.87961 2.12134 1.86040  C47 1.095

The calculation puts the HOMO energy at -8.675 eV. For the maximum force, the calculation gives 5.34 eV/Å. Its net charge is +1. The calculation puts the relative energy (zero: lowest compared OMol25 entry of this formula, charge and spin) at 53.69 kcal per mole.